{"formula": "C31H51BrN2NiOP2", "method": "ωB97M-V/def2-TZVPD", "elements": ["N", "C", "C", "C", "C", "C", "C", "Ni", "P", "C", "C", "C", "C", "C", "C", "C", "Br", "H", "H", "H", "H", "H", "H", "H", "H", "H", "H", "P", "C", "C", "H", "H", "H", "H", "H", "C", "C", "H", "H", "H", "H", "H", "C", "C", "H", "H", "H", "H", "H", "C", "C", "H", "H", "H", "H", "H", "C", "C", "H", "H", "H", "H", "H", "C", "C", "H", "H", "H", "H", "H", "O", "C", "C", "C", "C", "C", "C", "N", "H", "H", "H", "H", "H", "H", "H", "H", "H", "H", "H"], "positions_angstrom": [[5.03458, -0.19253, -6.95961], [4.40700, -1.18912, -6.32939], [3.88714, -1.02195, -5.03469], [3.86485, 0.26416, -4.46560], [4.52264, 1.29899, -5.14289], [5.07954, 1.01916, -6.41101], [3.02824, 0.48356, -3.28224], [2.18137, 1.74844, -1.81784], [-2.44382, 2.94168, 0.15447], [1.75619, 1.11798, -3.48841], [0.49258, 0.54997, -3.02593], [-0.66887, 1.23606, -3.41897], [-1.90424, 0.62008, -3.40700], [-2.06339, -0.68311, -2.88316], [-0.92696, -1.32298, -2.35306], [0.34278, -0.76934, -2.49241], [-3.71870, -1.46451, -2.86427], [3.28024, -0.17396, -2.43176], [1.67894, 1.87001, -4.28434], [3.42263, -1.86510, -4.53204], [4.58651, 2.28823, -4.71701], [4.33388, -2.14980, -6.83350], [5.58891, 1.81024, -6.96824], [-0.53097, 2.26535, -3.76449], [1.18678, -1.32027, -2.09507], [-2.74360, 1.16544, -3.82265], [-1.06247, -2.27563, -1.84696], [2.18986, 2.21080, 0.15315], [-3.64124, 2.36289, -1.11232], [-4.80321, 3.32416, -1.32659], [-4.01357, 1.40059, -0.73441], [-3.07277, 2.18221, -2.03435], [-5.50034, 2.87832, -2.04058], [-5.35790, 3.50840, -0.40158], [-4.46997, 4.27968, -1.73961], [-1.09781, 3.72921, -0.76721], [-1.25170, 5.25892, -0.66950], [-1.16051, 3.37489, -1.80658], [-0.14208, 3.38474, -0.33491], [-0.47225, 5.77151, -1.24436], [-2.22393, 5.58674, -1.06398], [-1.19936, 5.59398, 0.37635], [-2.06500, 1.40985, 1.05770], [-2.93268, 1.32404, 2.32834], [-1.00000, 1.44644, 1.32801], [-2.23632, 0.57178, 0.36825], [-2.38409, 0.82805, 3.13827], [-3.21351, 2.32577, 2.68706], [-3.85413, 0.75748, 2.14715], [1.59547, 1.22408, 1.54135], [2.43727, 1.35182, 2.78649], [1.47568, 0.17288, 1.22727], [0.58310, 1.58302, 1.77965], [3.44899, 0.95405, 2.66197], [2.50749, 2.39816, 3.11382], [1.94320, 0.78985, 3.59155], [2.20191, 3.92693, 0.70340], [2.28238, 5.01980, -0.36353], [3.09462, 3.94440, 1.32967], [1.31558, 4.06059, 1.33553], [3.27349, 5.04741, -0.81411], [1.55173, 4.88422, -1.16797], [2.08079, 5.99718, 0.11219], [3.93605, 1.68134, -0.28192], [4.31208, 0.26217, 0.19804], [4.52229, 2.43392, 0.27134], [4.18711, 1.79399, -1.36420], [4.98108, -0.21366, -0.54118], [4.83520, 0.28836, 1.17060], [3.42622, -0.39298, 0.28510], [1.05842, -1.88648, 0.30949], [0.49216, -2.76238, 0.97433], [-1.01926, -2.97834, 0.98429], [-1.43026, -4.26930, 0.30603], [-1.34038, -5.49399, 1.23526], [0.07354, -5.81368, 1.69103], [0.71599, -4.72264, 2.54699], [1.22418, -3.59627, 1.75723], [-1.35383, -2.94968, 2.03112], [-1.45574, -2.11416, 0.47418], [-2.46734, -4.16915, -0.03755], [-0.82084, -4.44029, -0.59521], [-1.97722, -5.32521, 2.11279], [-1.74001, -6.36242, 0.69901], [0.05692, -6.72908, 2.29169], [0.71506, -6.02120, 0.82538], [-0.00796, -4.36312, 3.29606], [1.57897, -5.13895, 3.08155], [2.19641, -3.32306, 1.87829]], "forces_ev_per_a": [[-0.36, 0.04, -0.50], [0.34, 0.83, 1.13], [-0.33, 0.20, -0.37], [1.45, 0.84, -0.99], [-0.10, -0.75, -0.81], [-0.11, -0.18, 1.04], [-1.91, 0.22, -0.09], [0.40, 0.20, -0.42], [-0.19, -1.67, -1.66], [1.75, -1.87, -1.76], [-0.92, -0.95, 0.39], [0.34, -0.07, 0.18], [-0.22, -0.25, 0.08], [1.96, 1.37, -0.01], [-0.38, 0.07, -0.21], [-0.38, 1.09, 0.20], [-0.86, -0.45, 0.10], [-0.86, -0.31, -0.52], [0.17, -0.63, -0.05], [-0.04, 0.11, -0.03], [-0.06, 0.15, -0.02], [0.15, 0.16, 0.06], [-0.11, -0.34, 0.12], [-0.32, -0.38, -0.22], [0.00, 0.01, -0.19], [-0.12, -0.24, 0.00], [0.20, 0.07, -0.25], [-0.50, 0.04, 0.87], [-0.54, 0.35, 0.74], [-0.38, 0.06, -0.35], [0.08, 0.18, -0.15], [-0.03, 0.11, 0.39], [0.04, 0.14, 0.05], [0.13, -0.01, -0.14], [-0.07, -0.06, 0.07], [0.44, 0.45, 0.54], [-0.09, 0.28, -0.03], [-0.05, 0.00, 0.35], [-0.40, 0.17, -0.26], [-0.21, -0.15, 0.16], [0.26, -0.09, 0.06], [0.08, -0.06, -0.32], [0.64, 0.48, 0.59], [-0.29, -0.08, 0.29], [-0.56, -0.15, -0.23], [0.15, 0.23, 0.05], [-0.16, 0.07, -0.26], [0.06, -0.37, 0.03], [0.21, 0.20, 0.05], [-0.21, -0.37, 0.02], [0.11, 0.03, 0.85], [0.07, 0.36, -0.06], [0.45, 0.04, -0.17], [-0.24, 0.09, 0.04], [0.06, -0.28, 0.00], [0.31, 0.16, -0.09], [0.40, 0.08, 0.35], [-0.12, 0.18, 0.17], [-0.14, 0.55, 0.42], [0.20, -0.01, 0.08], [0.00, 0.08, -0.03], [0.11, -0.08, 0.12], [0.22, -0.41, -0.30], [0.38, 0.38, 1.35], [0.00, -0.43, -0.27], [0.22, -0.18, -0.58], [-0.12, 0.23, 0.44], [-0.18, 0.22, 0.43], [-0.28, -0.02, -0.56], [0.37, 0.20, 0.02], [-0.42, 0.13, 0.13], [0.51, -0.37, 0.45], [0.62, 0.73, 0.04], [-0.39, -0.68, -0.04], [-0.06, 0.08, -0.46], [0.19, -0.17, 0.19], [0.05, 0.02, -0.02], [-0.12, 0.44, 0.02], [-0.06, -0.09, -0.19], [0.10, -0.06, 0.05], [0.15, -0.03, 0.06], [-0.09, 0.05, 0.19], [0.01, -0.04, -0.11], [-0.01, 0.13, 0.16], [-0.05, 0.07, -0.08], [-0.04, 0.05, 0.12], [0.23, -0.11, -0.08], [-0.26, 0.18, -0.10], [-0.33, -0.24, -0.26]], "mulliken_spin": [0.00, 0.00, -0.01, 0.01, -0.01, 0.00, -0.04, 0.86, 0.66, 0.07, -0.02, 0.02, -0.02, 0.06, -0.03, 0.04, 0.01, 0.00, -0.02, 0.00, 0.00, 0.00, 0.00, -0.01, 0.01, 0.00, 0.00, 0.06, 0.05, 0.02, -0.01, 0.03, 0.00, 0.00, 0.00, 0.09, 0.05, -0.01, 0.00, 0.00, 0.00, -0.01, 0.13, 0.02, -0.05, 0.03, 0.00, -0.01, 0.00, 0.01, 0.01, 0.00, -0.01, 0.00, 0.00, 0.00, 0.00, 0.00, 0.00, 0.00, 0.00, 0.01, 0.00, 0.00, 0.01, 0.01, 0.00, 0.00, 0.00, 0.00, 0.00, 0.00, 0.00, 0.00, 0.00, 0.00, 0.00, 0.00, 0.00, 0.00, 0.00, 0.00, 0.00, 0.00, 0.00, 0.00, 0.00, 0.00, 0.00], "lumo_ev": [-5.767, -8.812], "e_above_lowest_kcal_mol": 21.9, "s_squared": 2.02, "energy_ha": -6160.95833, "charge": 2, "multiplicity": 3, "gap_ev": [7.621, 4.724]}

---

{"formula": "Cl3H3N4", "method": "ωB97M-V/def2-TZVPD", "elements": ["N", "N", "N", "N", "Cl", "Cl", "Cl", "H", "H", "H"], "positions_angstrom": [[1.03063, 2.28153, 0.58859], [0.20747, 1.42705, 0.17355], [0.32979, 0.13778, 0.04903], [-0.60554, -0.61269, -0.27379], [0.59974, -3.11969, 0.92432], [-2.17815, 0.25906, -0.72787], [-0.13455, -1.47022, -1.74127], [-0.61334, -2.73556, 0.47181], [1.98523, 1.94194, 0.73382], [-0.62127, 1.89081, -0.19818]], "forces_ev_per_a": [[0.52, 0.81, -0.07], [0.47, -0.93, -0.70], [4.54, 4.39, 2.19], [-4.29, -2.23, -1.03], [-1.53, 0.12, -0.26], [-0.24, 0.11, 0.00], [0.13, -0.46, -1.29], [1.70, -0.56, 0.74], [-0.49, -0.73, 0.19], [-0.80, -0.53, 0.24]], "nbo_charge": [-0.44, -0.01, -0.17, -0.18, -0.29, -0.04, 0.09, 0.29, 0.34, 0.41], "lumo_ev": [-0.968, -0.964], "e_above_lowest_kcal_mol": 27.8, "energy_ha": -1601.18393, "multiplicity": 1, "gap_ev": [7.988, 7.990]}

---

{"formula": "C4H13NO2", "method": "ωB97M-V/def2-TZVPD", "elements": ["C", "C", "C", "C", "N", "H", "H", "H", "H", "H", "H", "H", "H", "H", "O", "H", "H", "O", "H", "H"], "positions_angstrom": [[1.15552, 1.28903, -0.07033], [0.06999, 0.22440, 0.13428], [-0.87007, 0.34678, 1.10343], [-2.09361, -0.52598, 1.17463], [-0.79137, 1.13797, 2.23499], [2.17867, 0.94044, 0.04784], [0.95841, 1.72856, -1.04824], [0.91080, 2.05299, 0.65123], [0.08387, -0.75559, -0.32517], [-2.20216, -1.11606, 0.25915], [-3.01678, 0.05692, 1.15707], [-2.06541, -1.19905, 2.02797], [-0.05335, 1.81166, 2.34111], [-1.60074, 1.54530, 2.67484], [-1.31968, -0.12765, -3.37193], [-1.33921, -0.64750, -4.19790], [-0.65449, -0.53513, -2.78226], [3.36367, -1.83943, -0.36444], [2.68662, -1.14894, -0.32445], [3.19523, -2.36743, 0.40426]], "forces_ev_per_a": [[-1.46, -1.01, -0.03], [0.04, 0.47, 1.28], [-0.13, -0.63, 0.03], [0.03, -0.53, -1.04], [0.37, 1.21, 0.46], [0.10, 0.16, -0.08], [0.55, 0.03, -0.14], [0.49, 0.46, 0.16], [-0.11, 0.27, -0.77], [0.32, -0.12, 0.14], [0.10, 0.24, 0.47], [-0.15, 0.09, 0.17], [0.42, -0.18, -0.33], [-0.51, -0.48, -0.38], [0.33, -0.47, -0.10], [0.19, 0.27, 0.74], [-0.53, 0.23, -0.60], [-0.15, 0.66, -0.57], [0.19, -0.16, -0.06], [-0.09, -0.49, 0.64]], "nbo_charge": [-0.64, -0.33, 0.21, -0.65, -0.82, 0.20, 0.22, 0.20, 0.19, 0.22, 0.22, 0.22, 0.37, 0.38, -0.95, 0.47, 0.47, -0.93, 0.47, 0.47], "lumo_ev": 0.755, "e_above_lowest_kcal_mol": 25.2, "smiles": "C/C=C(/C)N.O.O", "energy_ha": -365.40237, "multiplicity": 1, "gap_ev": 8.790}

---

{"formula": "C25H26N2O5", "method": "ωB97M-V/def2-TZVPD", "elements": ["C", "O", "C", "C", "C", "N", "C", "C", "O", "N", "C", "C", "C", "C", "C", "C", "C", "O", "C", "C", "C", "C", "C", "C", "C", "C", "C", "O", "C", "C", "O", "C", "H", "H", "H", "H", "H", "H", "H", "H", "H", "H", "H", "H", "H", "H", "H", "H", "H", "H", "H", "H", "H", "H", "H", "H", "H", "H"], "positions_angstrom": [[-1.55022, -2.94264, -1.41546], [-1.72095, -3.52294, -0.14895], [-1.59694, -2.72936, 0.95966], [-1.45192, -1.35480, 0.89994], [-1.30042, -0.61465, 2.07284], [-1.21489, 0.76641, 2.06928], [-0.85112, 1.49287, 0.87821], [0.48315, 0.98607, 0.28519], [1.31104, 0.41579, 0.95313], [0.60645, 1.29068, -1.03788], [1.67982, 1.03378, -1.89609], [2.78353, 0.27114, -1.52110], [3.80214, 0.05108, -2.43196], [3.74642, 0.57338, -3.71132], [2.64463, 1.33516, -4.09818], [2.48935, 1.93646, -5.44946], [3.62749, 1.74876, -6.42024], [1.49035, 2.55134, -5.75156], [1.62010, 1.55552, -3.18196], [-0.66102, 2.96002, 1.18012], [0.33115, 3.35668, 2.07002], [0.52574, 4.69764, 2.34554], [-0.26475, 5.65537, 1.73195], [-1.24859, 5.26698, 0.83943], [-1.44495, 3.92495, 0.56277], [-1.29981, -1.28396, 3.28653], [-1.46892, -2.66445, 3.36613], [-1.44258, -3.13992, 4.64148], [-1.48597, -4.52381, 4.90784], [-1.62943, -3.40688, 2.19253], [-1.77118, -4.78931, 2.21409], [-3.03497, -5.26348, 1.79964], [-1.59326, -3.76859, -2.12449], [-0.58017, -2.44213, -1.50270], [-2.35044, -2.23032, -1.64661], [-1.43720, -0.86062, -0.05597], [-0.82012, 1.14391, 2.91860], [-1.65345, 1.37108, 0.13857], [-0.13613, 1.83686, -1.45437], [2.83744, -0.13886, -0.52668], [4.65401, -0.54105, -2.13320], [4.55565, 0.38252, -4.39734], [4.54566, 2.15831, -6.00529], [3.77636, 0.68968, -6.61911], [3.39235, 2.25859, -7.35101], [0.77368, 2.14865, -3.49953], [0.96149, 2.61142, 2.53344], [1.29856, 4.99626, 3.03788], [-0.11256, 6.70221, 1.94760], [-1.86680, 6.00952, 0.35735], [-2.22033, 3.62741, -0.12923], [-1.16953, -0.74473, 4.21125], [-0.71851, -5.06653, 4.35375], [-2.46588, -4.95068, 4.67811], [-1.30053, -4.61187, 5.97899], [-3.23300, -5.02129, 0.75310], [-3.83782, -4.84851, 2.42201], [-3.00217, -6.34514, 1.92272]], "forces_ev_per_a": [[0.02, 0.14, -0.27], [0.05, -0.01, 0.62], [-0.01, -0.21, 0.10], [0.02, 0.12, -0.25], [-0.19, -0.62, 0.24], [0.12, 0.52, 0.04], [0.07, -0.29, 0.24], [-0.36, 0.05, -0.12], [0.17, -0.04, 0.12], [-0.23, 0.12, -0.23], [0.31, -0.07, -0.22], [0.04, -0.07, 0.13], [-0.03, 0.02, -0.03], [-0.09, 0.12, -0.16], [-0.24, -0.13, 0.63], [0.16, 0.04, -0.30], [-0.20, 0.18, -0.18], [0.04, -0.02, 0.01], [0.12, -0.04, -0.02], [-0.16, 0.07, -0.01], [-0.03, -0.03, -0.02], [0.03, 0.01, 0.05], [-0.02, 0.07, -0.01], [-0.01, 0.10, -0.03], [0.01, -0.10, 0.04], [0.01, 0.00, -0.07], [0.06, 0.11, -0.11], [-0.05, 0.31, -0.31], [0.06, -0.42, 0.17], [-0.17, -0.41, -0.09], [0.38, 0.54, -0.05], [-0.30, -0.09, -0.04], [0.01, 0.10, 0.01], [-0.04, -0.01, 0.01], [0.06, -0.02, 0.02], [-0.01, 0.03, -0.15], [-0.04, 0.01, -0.11], [0.15, 0.08, -0.01], [0.05, -0.10, 0.18], [0.00, -0.01, 0.02], [0.06, -0.05, 0.03], [0.08, 0.00, -0.10], [0.12, -0.03, 0.03], [0.09, -0.10, 0.00], [-0.02, 0.00, 0.02], [-0.08, 0.06, -0.04], [0.10, -0.09, 0.04], [0.07, 0.02, 0.06], [0.01, 0.09, 0.02], [-0.05, 0.06, -0.04], [-0.09, -0.06, -0.05], [0.00, 0.08, 0.15], [-0.08, 0.03, 0.09], [0.07, 0.02, -0.01], [-0.03, -0.01, -0.08], [0.00, -0.04, 0.09], [0.07, -0.03, -0.01], [-0.08, 0.01, -0.02]], "nbo_charge": [-0.25, -0.51, 0.37, -0.41, 0.22, -0.58, -0.16, 0.69, -0.60, -0.63, 0.23, -0.24, -0.20, -0.20, -0.16, 0.58, -0.72, -0.54, -0.21, -0.04, -0.16, -0.22, -0.21, -0.20, -0.20, -0.32, 0.32, -0.50, -0.24, 0.10, -0.52, -0.25, 0.20, 0.18, 0.17, 0.21, 0.39, 0.21, 0.40, 0.26, 0.22, 0.21, 0.23, 0.23, 0.24, 0.23, 0.22, 0.22, 0.22, 0.22, 0.21, 0.22, 0.19, 0.17, 0.19, 0.19, 0.17, 0.19], "lumo_ev": 0.202, "e_above_lowest_kcal_mol": 55.2, "smiles": "COc1cc(N[C@H](C(=O)Nc2cccc(C(C)=O)c2)c2ccccc2)cc(OC)c1OC", "energy_ha": -1453.95187, "multiplicity": 1, "gap_ev": 7.735}